Density functional theory data (the ωB97M-V functional and the def2-TZVPD basis) for a 7-piece molecular cluster, C12H30N3O7PS overall in a non-equilibrium geometry.

## Properties
**HOMO level**: -8.65 eV
**Spin multiplicity**: 1
**Structure (SMILES)**: Nc1c([PH2]=O)ccc2nsnc12.CO.CO.CO.CO.CO.CO
**Total charge**: 0
**Orbital gap**: 6.810 eV
**Energy**: -51844.9186 eV

Each line ends with the natural charge from an NBO analysis.
Atoms and positions in Å:
N (-3.058, -0.013, -1.112)  -0.837
C (-2.153, -0.086, 0.133)  0.210
C (-0.613, -0.686, 0.080)  -0.421
P (0.031, -1.281, -1.654)  1.381
O (1.511, -1.847, -1.571)  -1.082
C (0.391, -0.796, 1.373)  -0.173
C (-0.118, -0.257, 2.860)  -0.236
C (-1.634, 0.375, 2.924)  0.109
N (-2.362, 0.977, 4.128)  -0.554
S (-3.974, 1.446, 3.537)  0.795
N (-4.026, 1.055, 1.834)  -0.552
C (-2.653, 0.451, 1.632)  0.086
H (-3.539, -0.942, -1.243)  0.385
H (-2.480, 0.118, -1.972)  0.377
H (0.102, -0.058, -2.461)  -0.036
H (-0.898, -2.175, -2.310)  -0.035
H (1.478, -1.238, 1.279)  0.279
H (0.594, -0.313, 3.796)  0.290
C (3.998, -1.407, -4.435)  -0.242
O (3.296, -0.242, -4.040)  -0.742
H (4.357, -1.275, -5.459)  0.173
H (4.850, -1.563, -3.770)  0.163
H (3.327, -2.268, -4.395)  0.168
H (2.990, -0.388, -3.129)  0.481
C (0.958, 1.674, -5.360)  -0.239
O (-0.455, 1.744, -5.418)  -0.739
H (1.266, 1.567, -4.317)  0.177
H (1.304, 0.809, -5.930)  0.171
H (1.386, 2.591, -5.772)  0.161
H (-0.698, 1.839, -6.355)  0.468
C (2.275, -2.022, 6.446)  -0.253
O (1.484, -1.738, 5.307)  -0.739
H (3.330, -1.940, 6.175)  0.177
H (2.047, -1.304, 7.237)  0.190
H (2.067, -3.038, 6.790)  0.163
H (0.553, -1.819, 5.577)  0.465
C (-7.409, 1.253, 0.109)  -0.246
O (-7.665, 2.010, 1.278)  -0.723
H (-8.227, 1.405, -0.599)  0.179
H (-6.472, 1.586, -0.343)  0.171
H (-7.346, 0.193, 0.367)  0.158
H (-6.923, 1.855, 1.887)  0.462
C (2.517, -0.576, 10.264)  -0.247
O (1.570, -1.121, 9.364)  -0.726
H (3.317, -1.303, 10.421)  0.185
H (2.937, 0.340, 9.840)  0.164
H (2.032, -0.359, 11.218)  0.166
H (0.872, -0.454, 9.244)  0.465
C (2.975, 1.507, -8.744)  -0.248
O (1.562, 1.577, -8.802)  -0.728
H (3.283, 1.400, -7.701)  0.189
H (3.322, 0.642, -9.314)  0.162
H (3.404, 2.424, -9.156)  0.162
H (1.319, 1.672, -9.739)  0.464

---

Density functional theory data (the ωB97M-V functional and the def2-TZVPD basis) for one molecule with the formula C2H7N3 in a non-equilibrium geometry.

## Properties
**HOMO level**: -8.20 eV
**Spin multiplicity**: 1
**Structure (SMILES)**: [H]/N=C(/N)NC
**Total charge**: 0
**Orbital gap**: 9.068 eV
**Energy**: -6655.9089 eV

Each line ends with the natural charge from an NBO analysis.
Atoms and positions in Å:
H (-0.901, 0.905, 1.670)  0.358
N (-0.188, 0.226, 1.526)  -0.857
C (0.522, 0.381, 0.392)  0.615
N (1.955, 0.024, 0.522)  -0.902
N (-0.038, 0.130, -0.866)  -0.625
C (-1.487, -0.307, -0.938)  -0.418
H (2.598, 0.788, 0.609)  0.377
H (2.128, -0.436, 1.488)  0.397
H (0.679, -0.379, -1.504)  0.414
H (-1.644, -0.913, 0.021)  0.228
H (-1.473, -0.982, -1.882)  0.206
H (-2.152, 0.563, -1.040)  0.208

---

Density functional theory data (the ωB97M-V functional and the def2-TZVPD basis) for C33H47BaN2O6PSi as an isolated structure.

## Properties
**HOMO level**: -1.17 eV
**Spin multiplicity**: 1
**Total charge**: -2
**Orbital gap**: 5.307 eV
**Energy**: -68115.4492 eV

Each line ends with the Löwdin charge.
Atoms and positions in Å:
Ba (0.117, 0.695, -1.025)  1.605
O (3.192, 3.693, -6.257)  0.043
C (2.690, 3.046, -5.158)  -0.291
C (2.421, 1.687, -5.178)  0.048
C (1.912, 1.104, -4.027)  -0.182
N (1.698, 1.824, -2.933)  0.013
C (1.939, 3.133, -2.907)  -0.185
C (2.453, 3.791, -4.012)  0.058
C (1.645, 3.892, -1.594)  -0.652
O (1.907, 5.094, -1.592)  0.005
O (1.174, 3.188, -0.642)  -0.243
C (1.554, -0.403, -4.005)  -0.651
O (1.941, -1.054, -4.980)  -0.010
O (0.896, -0.785, -2.999)  -0.247
H (3.270, 3.047, -6.965)  0.094
H (2.587, 1.062, -6.047)  0.118
H (2.648, 4.853, -3.969)  0.122
C (-1.759, 1.896, 4.610)  -0.136
C (-1.439, 2.126, 3.135)  -0.555
C (-0.050, 2.760, 3.005)  -0.137
P (-1.499, 0.670, 1.971)  1.018
C (-3.322, 0.442, 1.619)  -0.557
C (-4.340, 0.635, 2.739)  -0.127
C (-3.510, -0.917, 0.944)  -0.135
C (-0.968, -0.816, 2.855)  -0.308
C (-1.576, -1.309, 4.007)  -0.091
C (-1.235, -2.518, 4.597)  -0.316
C (-1.888, -2.993, 5.868)  -0.087
C (-0.234, -3.257, 3.960)  -0.076
C (0.392, -2.820, 2.815)  -0.029
C (0.062, -1.574, 2.196)  -0.354
N (0.647, -1.118, 1.080)  -0.108
C (1.574, -1.971, 0.447)  -0.305
C (2.947, -1.849, 0.714)  -0.208
C (3.413, -0.896, 1.779)  -0.035
C (3.856, -2.612, -0.009)  -0.025
C (3.446, -3.506, -0.990)  -0.285
C (4.446, -4.327, -1.763)  -0.071
C (2.085, -3.633, -1.229)  -0.017
C (1.145, -2.890, -0.526)  -0.222
C (-0.320, -3.038, -0.832)  -0.041
H (-1.665, 2.837, 5.163)  0.068
H (-1.052, 1.186, 5.043)  0.071
H (-2.765, 1.509, 4.775)  0.046
H (-2.174, 2.819, 2.707)  0.101
H (0.723, 2.052, 3.318)  0.080
H (0.033, 3.647, 3.640)  0.070
H (0.169, 3.054, 1.978)  0.054
H (-3.503, 1.206, 0.854)  0.083
H (-4.193, -0.086, 3.546)  0.058
H (-5.351, 0.483, 2.347)  0.070
H (-4.300, 1.640, 3.163)  0.057
H (-3.350, -1.730, 1.657)  0.073
H (-2.810, -1.049, 0.115)  0.041
H (-4.520, -1.002, 0.534)  0.073
H (-2.364, -0.723, 4.468)  0.080
H (-2.904, -2.600, 5.959)  0.063
H (-1.341, -2.679, 6.765)  0.064
H (-1.956, -4.084, 5.899)  0.062
H (0.064, -4.217, 4.377)  0.099
H (1.153, -3.442, 2.359)  0.104
H (2.824, -1.019, 2.691)  0.073
H (3.303, 0.145, 1.469)  0.060
H (4.465, -1.070, 2.015)  0.069
H (4.917, -2.497, 0.196)  0.105
H (5.423, -3.841, -1.779)  0.065
H (4.123, -4.465, -2.796)  0.072
H (4.579, -5.320, -1.322)  0.068
H (1.739, -4.310, -2.004)  0.115
H (-0.496, -3.931, -1.434)  0.077
H (-0.693, -2.195, -1.419)  0.043
H (-0.916, -3.103, 0.080)  0.073
C (4.332, 3.107, 0.047)  -0.167
O (3.409, 2.475, 0.909)  -0.144
H (5.332, 2.923, 0.443)  0.070
H (4.163, 4.186, -0.014)  0.077
H (4.288, 2.699, -0.970)  0.077
H (2.523, 2.677, 0.558)  0.027
C (-2.543, 1.630, -4.401)  -0.316
Si (-2.941, 0.818, -2.692)  0.375
C (-4.641, 1.672, -2.335)  -0.323
C (-3.565, -0.906, -3.301)  -0.312
H (-3.395, 1.522, -5.087)  0.000
H (-1.670, 1.172, -4.877)  -0.004
H (-2.329, 2.699, -4.293)  -0.003
H (-5.306, 1.616, -3.209)  -0.001
H (-4.512, 2.727, -2.074)  -0.007
H (-5.153, 1.191, -1.494)  -0.014
H (-4.348, -0.796, -4.065)  0.001
H (-3.979, -1.497, -2.477)  -0.011
H (-2.744, -1.484, -3.735)  0.001

---

Density functional theory data (the ωB97M-V functional and the def2-TZVPD basis) for one molecule with the formula C4H8N2O.

## Properties
**HOMO level**: -9.69 eV
**Spin multiplicity**: 1
**Structure (SMILES)**: NC(=O)CN1CC1
**Total charge**: 0
**Orbital gap**: 10.732 eV
**Energy**: -9304.7578 eV

Each line ends with the natural charge from an NBO analysis.
Atoms and positions in Å:
N (1.773, -0.098, -1.404)  -0.827
C (1.587, -0.743, -0.225)  0.662
O (2.171, -1.765, 0.087)  -0.616
C (0.591, -0.082, 0.721)  -0.324
N (-0.379, 0.761, 0.037)  -0.421
C (-1.723, 0.720, 0.590)  -0.251
C (-1.417, 0.048, -0.694)  -0.267
H (2.438, -0.479, -2.058)  0.404
H (1.283, 0.759, -1.607)  0.411
H (0.130, -0.897, 1.300)  0.199
H (1.156, 0.543, 1.423)  0.227
H (-1.883, 0.075, 1.455)  0.193
H (-2.270, 1.659, 0.612)  0.206
H (-1.377, -1.040, -0.705)  0.198
H (-1.721, 0.506, -1.632)  0.205

---

Density functional theory data (the ωB97M-V functional and the def2-TZVPD basis) for C7H10 as an isolated structure.

## Properties
**HOMO level**: -8.07 eV
**Spin multiplicity**: 1
**Total charge**: 0
**Orbital gap**: 9.092 eV
**Energy**: -7415.7602 eV

Each line ends with the natural charge from an NBO analysis.
Atoms and positions in Å:
C (-1.960, -0.318, -0.065)  -0.406
C (-1.354, 0.940, -0.643)  -0.422
C (-0.479, -0.162, -0.127)  -0.072
C (0.532, -1.039, -0.868)  -0.455
C (1.451, -1.081, 0.400)  -0.178
C (1.652, 0.709, 0.736)  -0.472
C (0.454, -0.114, 1.067)  -0.272
H (-2.440, -1.021, -0.744)  0.215
H (-2.427, -0.247, 0.915)  0.214
H (-1.421, 1.082, -1.720)  0.215
H (-1.420, 1.866, -0.072)  0.213
H (0.133, -2.040, -1.088)  0.228
H (0.984, -0.648, -1.784)  0.207
H (2.408, -0.198, 0.237)  0.291
H (1.526, 1.530, 0.029)  0.234
H (2.254, 0.914, 1.623)  0.244
H (0.109, -0.173, 2.104)  0.217